No. 1
76
Properties=species:S:1:pos:R:3 method="wB97M-V/def2-TZVPD" relative_energy_kcal_mol=0.0 s_squared=2.11 spin_multiplicity=3 e_homo_ev="-12.685 / -12.686" charge=+2
N -5.89848 3.89451 -2.97469
C -5.86236 4.00796 -1.64971
C -5.07165 3.16585 -0.85332
C -4.26754 2.16608 -1.46889
C -4.53568 1.92974 -2.85096
C -5.31496 2.84285 -3.56802
C -3.10686 1.57603 -0.82001
Ti -0.76186 0.68805 0.10688
P 4.25684 -0.81948 0.78786
C -2.00645 1.09538 -1.56064
C -0.76504 1.86363 -1.51220
C 0.46611 1.33052 -1.99066
C 1.67761 1.93789 -1.59770
C 1.70039 2.80488 -0.50927
C 0.49764 2.96419 0.24916
C -0.71429 2.80189 -0.44716
Br 3.22362 3.73191 0.01195
H -3.03299 1.65061 0.27944
H -2.14328 0.32802 -2.33866
H -5.08139 3.30076 0.23039
H -4.11133 1.05213 -3.33593
H -6.47639 4.81026 -1.21496
H -5.45268 2.70967 -4.64497
H 0.47199 0.67167 -2.85144
H -1.61849 3.34196 -0.19819
H 2.60957 1.70268 -2.11048
H 0.49566 3.52003 1.18337
P -1.01541 -1.74953 -0.13233
C 5.03362 0.84284 0.97972
C 6.49828 0.97245 0.58978
H 4.92533 1.09941 2.03719
H 4.40600 1.56061 0.43753
H 6.77980 2.02335 0.72166
H 7.14603 0.37362 1.23968
H 6.69643 0.69772 -0.45190
C 3.33362 -0.68871 -0.79097
C 3.99623 -1.52987 -1.88342
H 3.37611 0.36240 -1.08382
H 2.27360 -0.94208 -0.64567
H 3.40386 -1.50955 -2.80804
H 4.99453 -1.13546 -2.11609
H 4.11610 -2.57131 -1.56962
C 3.10382 -0.82978 2.20345
C 3.85805 -1.43007 3.39317
H 2.21965 -1.43273 1.95050
H 2.78288 0.19846 2.39252
H 3.19724 -1.96976 4.07108
H 4.60994 -2.14417 3.04809
H 4.36545 -0.65811 3.97890
C -0.69974 -2.71062 1.39145
C -1.58314 -3.94790 1.51951
H -0.79700 -2.06308 2.27408
H 0.36178 -2.99041 1.33046
H -2.63982 -3.68541 1.62287
H -1.49567 -4.61465 0.65375
H -1.31262 -4.54091 2.40090
C -0.36537 -2.98791 -1.34791
C -0.35440 -2.51526 -2.79274
H -0.98456 -3.89286 -1.24547
H 0.65524 -3.26818 -1.04288
H -1.35644 -2.31364 -3.19169
H 0.26263 -1.62032 -2.92616
H 0.08551 -3.30419 -3.41944
C -2.83665 -1.87946 -0.47653
C -3.70229 -1.36754 0.66139
H -3.09709 -2.92876 -0.71139
H -3.01746 -1.32448 -1.41570
H -4.73651 -1.30144 0.31295
H -3.65932 -2.03563 1.52185
H -3.42318 -0.37010 1.00493
C -0.60212 0.76688 4.44097
C -1.07906 1.11648 3.11078
N -1.52861 1.16674 2.03603
H 0.35691 0.20229 4.36200
H -1.34108 0.13373 4.96574
H -0.38877 1.66715 5.04758

***

No. 2
41
Properties=species:S:1:pos:R:3 method="wB97M-V/def2-TZVPD" spin_multiplicity=1 smiles="CCCCC(=O)OCC[C@H](C)I.Fc1ccccc1" e_homo_ev=-9.365 charge=0
C -0.44270 -2.46429 -3.42822
C 0.89230 -2.45849 -2.68865
C 0.91957 -1.49155 -1.49209
C 2.20986 -0.66900 -1.42644
C 2.13781 0.58389 -0.59630
O 2.62209 1.63196 -0.95687
O 1.51166 0.47192 0.60431
C 0.65305 1.59883 0.91468
C 1.40641 2.64718 1.74532
C 0.94053 4.08679 1.42679
C 2.04494 4.96308 0.79474
I 0.19336 5.03297 3.22071
H -0.42562 -3.20805 -4.23143
H -0.65396 -1.49914 -3.89573
H -1.27139 -2.73818 -2.76852
H 1.68921 -2.21094 -3.39728
H 1.10710 -3.47478 -2.34310
H 0.04658 -0.83238 -1.49358
H 0.84920 -2.08439 -0.57618
H 2.48767 -0.32684 -2.42644
H 3.03719 -1.28841 -1.06210
H -0.17995 1.19417 1.48826
H 0.29786 2.01187 -0.03167
H 2.47991 2.53736 1.60269
H 1.20174 2.43617 2.79692
H 0.10485 4.04376 0.73029
H 2.99020 4.42549 0.73641
H 2.20942 5.87938 1.36227
H 1.74343 5.27239 -0.20781
F -4.99298 -0.96342 0.28670
C -3.85972 -1.48623 0.79559
C -3.93837 -2.63638 1.55491
C -2.76709 -3.17023 2.07264
C -1.54731 -2.55212 1.83205
C -1.49603 -1.39505 1.06661
C -2.66005 -0.85380 0.53873
H -4.90013 -3.09755 1.73322
H -2.80943 -4.07333 2.66663
H -0.63735 -2.97149 2.24017
H -0.54766 -0.91486 0.87808
H -2.64619 0.04370 -0.06629

***

No. 3
15
Properties=species:S:1:pos:R:3 method="wB97M-V/def2-TZVPD" relative_energy_kcal_mol=88.4 spin_multiplicity=1 e_homo_ev=-9.246 charge=0
N -2.08872 0.97676 -0.09759
C -0.93218 1.61989 0.12937
O -1.16673 2.77931 0.41919
C 0.40143 0.86178 0.11275
N 0.48477 -0.45687 0.59543
C 1.62559 -1.28110 0.32999
C 0.32664 -1.65178 -0.25332
H -3.03586 1.41525 -0.04809
H -1.66281 -0.04021 -0.25750
H 0.66054 0.96501 -1.23659
H 1.07522 1.54089 0.63951
H 2.36365 -0.91309 -0.37820
H 1.99733 -1.87046 1.16141
H 0.20787 -1.49802 -1.33281
H -0.25673 -2.44737 0.21646

***

No. 4
23
Properties=species:S:1:pos:R:3 method="wB97M-V/def2-TZVPD" relative_energy_kcal_mol=103.4 spin_multiplicity=1 e_homo_ev=-7.897 charge=0
C 0.00276 -0.08046 0.53708
C -0.73642 -0.41263 -0.69346
C -3.04360 0.53741 0.28745
C 2.00863 -0.78515 -0.96529
C 1.60156 1.55361 -0.47609
C 0.29934 -1.16972 1.53598
N 1.03076 0.21713 -0.56766
O -2.32288 -0.62981 0.18276
H -0.34399 0.84741 0.98604
H -0.65777 -1.43677 -1.04636
H -1.07460 0.37532 -1.36257
H -4.11222 0.37289 0.06964
H -2.95680 1.05360 1.26136
H -2.73575 1.32115 -0.45616
H 2.37745 1.59572 0.29666
H 1.52582 -1.75295 -1.06595
H 2.42414 -0.51128 -1.93685
H 2.82269 -0.86641 -0.23706
H 2.04003 1.83140 -1.43581
H 0.81560 2.27015 -0.24006
H -0.64777 -1.37752 2.03190
H 1.07630 -0.85263 2.23202
H 0.60673 -2.10047 1.06243

***

No. 5
7
Properties=species:S:1:pos:R:3 method="wB97M-V/def2-TZVPD" relative_energy_kcal_mol=45.7 spin_multiplicity=1 smiles="O[P@@H](=S)S" e_homo_ev=-8.891 charge=0
O 0.17112 0.72190 0.99424
P -0.47324 -0.54896 0.19962
S -2.57245 -0.09614 -0.68353
S 1.12822 -0.74377 -1.21714
H 0.13408 1.57502 0.54058
H 0.08139 -1.41053 1.09844
H 1.53088 0.50249 -0.93221

***

No. 6
23
Properties=species:S:1:pos:R:3 method="wB97M-V/def2-TZVPD" relative_energy_kcal_mol=121.7 spin_multiplicity=1 e_homo_ev=-7.784 charge=0
C -1.09974 0.57049 0.92347
C -0.97275 -0.74507 0.60944
C -1.39304 1.52532 -0.22238
C 0.28270 1.01509 1.36837
C -0.04165 1.18959 -1.02889
C 0.97716 -0.82940 0.08548
C 0.98967 0.66341 0.06822
C -1.81515 -1.89790 0.12441
O 0.97694 -1.40614 -1.22926
O 1.97930 -1.45358 0.83539
O 2.30380 1.12742 -0.22868
H -2.25468 1.29627 -0.80691
H -1.47847 2.57519 0.22524
H 0.44729 2.13402 1.48817
H 0.69701 0.29778 2.10153
H -0.20416 0.35401 -1.74910
H 0.30938 2.11456 -1.58878
H -2.08627 -2.69455 0.91948
H -1.28495 -2.50472 -0.51196
H -2.82101 -1.50542 -0.08190
H 1.11611 -0.68785 -1.96770
H 2.48545 -1.96055 0.20427
H 2.88707 0.82205 0.46210